[1]
108
Properties=species:S:1:pos:R:3:lowdin_charge:R:1 method="wB97M-V/def2-TZVPD" e_lumo_ev=0.438 e_above_lowest_kcal_mol=106.3 charge=0 smiles=COCCNCCOC.COCCNCCOC.COCCNCCOC.COCCNCCOC.CC(C)O e_homo_ev=-8.2406 orbital_gap_ev=8.679
O -25.102 28.584 23.666 -0.09
O -21.228 30.651 27.914 -0.20
O -19.964 29.580 22.790 -0.18
O -26.005 25.469 27.360 -0.19
O -27.772 30.806 20.415 -0.15
O -28.186 25.403 24.196 -0.17
O -24.717 31.351 16.428 -0.21
O -22.854 28.900 22.462 -0.26
O -19.457 25.561 27.505 -0.16
N -21.860 30.705 24.267 -0.05
N -22.771 26.685 26.166 -0.07
N -22.705 31.097 19.519 -0.04
N -26.725 27.726 21.703 -0.09
C -23.523 31.206 17.182 -0.20
C -21.916 29.505 28.298 -0.12
C -26.378 29.305 25.478 -0.06
C -19.686 29.486 21.409 -0.09
C -22.848 29.079 21.064 -0.17
C -25.267 29.713 24.559 -0.40
C -25.556 31.106 23.891 -0.01
C -18.949 25.049 28.664 -0.14
C -21.603 31.220 26.627 -0.14
C -19.568 30.771 23.365 -0.20
C -26.962 29.741 20.689 -0.28
C -23.683 30.513 18.579 -0.16
C -20.871 25.859 27.546 -0.18
C -24.464 31.878 15.107 -0.09
C -29.389 25.092 23.608 -0.14
C -22.847 30.614 20.830 -0.21
C -27.655 26.621 23.788 -0.21
C -22.467 27.573 22.736 -0.07
C -27.765 28.733 21.530 -0.18
C -27.318 26.001 27.574 -0.09
C -20.822 31.579 23.814 -0.18
C -27.400 26.563 22.258 -0.19
C -21.563 30.141 25.527 -0.23
C -25.030 26.393 26.833 -0.20
C -27.088 32.043 20.222 -0.09
C -23.718 25.681 26.579 -0.19
C -21.394 26.288 26.174 -0.23
H -27.268 29.134 24.921 0.05
H -21.344 24.869 27.652 0.12
H -22.713 27.433 23.785 0.07
H -21.990 28.552 20.691 0.10
H -24.666 30.670 18.917 0.07
H -24.936 32.848 15.090 0.08
H -24.192 28.628 23.277 0.04
H -25.436 26.619 25.904 0.07
H -21.780 30.850 19.138 0.12
H -26.046 30.004 21.292 0.10
H -17.940 25.316 28.496 0.09
H -23.460 31.861 14.715 0.08
H -20.468 32.391 24.396 0.10
H -21.299 32.069 22.976 0.10
H -29.750 24.174 24.045 0.08
H -20.806 31.961 26.329 0.13
H -18.951 30.422 24.168 0.11
H -26.360 32.166 19.476 0.05
H -23.440 25.366 27.598 0.12
H -26.164 28.410 25.995 0.02
H -23.007 29.623 28.247 0.10
H -26.501 29.190 19.844 0.12
H -23.200 32.213 17.137 0.11
H -21.601 29.561 29.260 0.06
H -24.981 31.176 14.417 0.09
H -22.938 30.645 16.561 0.08
H -23.786 31.004 21.203 0.12
H -27.906 29.088 22.590 0.13
H -26.162 28.152 22.439 0.04
H -28.639 28.367 20.980 0.13
H -18.847 31.290 22.755 0.12
H -21.408 27.369 22.667 0.09
H -28.115 25.375 27.949 0.08
H -21.605 28.591 27.664 0.09
H -25.831 31.904 24.578 0.08
H -22.289 29.361 25.729 0.08
H -30.215 25.820 23.718 0.11
H -26.678 30.007 26.275 0.10
H -26.229 30.991 23.028 0.06
H -24.363 29.675 25.263 0.14
H -22.565 31.682 26.808 0.12
H -26.747 26.591 24.255 0.07
H -23.742 24.832 25.877 0.14
H -23.089 26.652 25.203 0.07
H -24.579 31.428 23.517 0.05
H -19.966 28.493 21.116 0.08
H -27.262 26.826 28.335 0.09
H -21.188 26.509 28.415 0.14
H -29.218 24.798 22.560 0.09
H -18.743 29.511 20.939 0.08
H -28.210 27.477 24.165 0.11
H -28.221 26.380 21.651 0.07
H -26.611 32.357 21.122 0.06
H -21.736 30.020 23.555 0.05
H -19.022 23.979 28.710 0.09
H -23.053 26.904 22.064 0.13
H -21.248 25.555 25.366 0.13
H -23.757 29.450 18.388 0.12
H -25.041 27.224 27.456 0.11
H -20.214 30.268 20.900 0.08
H -20.604 29.647 25.450 0.12
H -27.844 32.882 20.068 0.11
H -26.738 25.756 21.976 0.12
H -19.103 25.451 29.547 0.04
H -22.068 31.030 21.402 0.07
H -23.736 28.579 20.656 0.13
H -20.772 27.051 25.758 0.10
H -27.666 26.446 26.603 0.08

***

[2]
112
Properties=species:S:1:pos:R:3:lowdin_charge:R:1 method="wB97M-V/def2-TZVPD" e_lumo_ev="2.532 / -0.190" charge=-1 multiplicity=2 e_homo_ev="-5.9648 / -5.9583" orbital_gap_ev="8.497 / 5.769"
O -2.075 2.154 -2.686 -0.17
O -0.771 -1.179 1.221 0.14
O -1.870 0.632 1.483 0.07
O 1.822 0.388 -1.559 -0.10
O 1.521 0.855 5.444 -0.20
O 3.395 2.673 -6.236 -0.18
O -4.581 0.776 2.712 -0.07
O 5.756 0.867 1.445 -0.18
O -5.195 -1.469 -1.625 -0.19
O -0.491 -6.086 -1.553 -0.20
O 0.095 0.610 0.506 0.10
O -1.482 3.357 1.403 -0.07
O 0.980 -2.914 2.618 -0.07
N -2.242 -3.048 -0.277 -0.04
N 2.185 1.777 1.885 -0.04
N 0.634 1.492 -4.014 -0.05
C 1.631 -0.453 6.044 -0.10
C -6.783 1.541 2.070 -0.06
C -2.983 -2.380 -1.340 -0.20
C 3.237 -3.445 3.159 -0.09
C -6.296 -0.728 -1.164 -0.13
C -2.116 3.989 2.479 -0.33
C -4.184 -1.742 -0.671 -0.22
C -3.045 2.237 -1.692 -0.12
C 1.778 2.015 3.257 -0.18
C -0.863 0.028 1.018 -0.90
C -0.698 1.002 -4.295 -0.22
C -1.098 -3.853 -0.847 -0.17
C -1.582 0.863 -3.061 -0.19
C 1.438 1.621 -5.273 -0.17
C -5.226 1.852 2.155 -0.33
C 4.714 1.614 2.090 -0.22
C 1.282 -1.609 -2.747 -0.06
C 2.273 -3.021 2.061 -0.32
C 0.544 -5.692 -2.528 -0.08
C 2.814 2.269 -5.017 -0.23
C 2.210 -0.944 -1.702 -0.30
C 3.434 1.054 1.500 -0.17
C 4.691 3.194 -6.065 -0.14
C -1.636 3.360 3.742 -0.09
C 6.999 1.265 2.014 -0.14
C 1.420 0.715 4.010 -0.19
C -1.584 -5.193 -1.484 -0.21
H -4.663 -2.450 0.006 0.12
H 7.168 2.341 2.059 0.08
H 1.577 -2.658 -2.713 0.06
H 4.303 -3.530 2.946 0.07
H 3.369 0.003 1.779 0.09
H 7.272 0.848 2.983 0.08
H -3.250 -2.986 -2.205 0.12
H 3.245 -1.011 -2.040 0.11
H 3.206 -2.743 3.992 0.05
H 1.218 -4.977 -2.055 0.06
H -1.372 2.306 3.654 0.06
H -2.000 5.068 2.588 0.11
H -1.710 -2.323 0.183 0.04
H 1.083 0.866 -3.361 0.05
H 2.467 2.711 3.734 0.12
H -1.329 1.503 -5.029 0.12
H -2.405 -1.506 -1.640 0.09
H 2.390 -3.772 1.279 0.10
H 3.437 1.570 -4.460 0.11
H 0.166 -5.162 -3.402 0.08
H 5.222 3.589 -6.930 0.08
H -4.919 2.050 1.128 0.11
H -1.558 2.417 1.578 0.01
H -6.658 -1.115 -0.212 0.08
H -5.035 2.667 2.853 0.09
H -2.025 -5.014 -2.465 0.11
H 0.820 2.512 3.106 0.08
H -1.062 0.383 -2.232 0.10
H -0.424 0.064 -4.779 0.10
H -6.129 0.333 -0.977 0.07
H -2.762 1.637 -0.827 0.06
H -7.237 2.522 1.927 0.06
H 0.814 -1.102 5.730 0.09
H 2.144 -0.037 3.698 0.10
H 1.166 -6.506 -2.901 0.08
H 0.252 -1.484 -2.412 0.06
H 1.222 0.435 -0.811 0.03
H -7.117 -0.909 -1.858 0.09
H 2.636 -0.822 5.837 0.08
H 5.407 2.587 -5.511 0.08
H -2.316 3.288 4.591 0.08
H -3.999 1.867 -2.070 0.08
H 2.795 3.127 -4.345 0.12
H -0.405 -4.047 -0.028 0.12
H -0.553 -3.268 -1.587 0.08
H 1.524 -1.178 -3.719 0.07
H -2.456 0.285 -3.362 0.12
H 1.468 1.194 1.477 0.04
H -6.958 0.885 1.217 0.04
H -3.177 3.776 2.345 0.08
H -7.340 1.180 2.935 0.06
H 1.558 0.663 -5.778 0.11
H 4.861 1.403 3.149 0.11
H 2.135 -1.425 -0.727 0.10
H 0.961 2.317 -5.963 0.12
H 4.633 4.121 -5.494 0.08
H -3.299 3.146 -1.147 0.08
H 1.585 -0.341 7.127 0.08
H -0.743 3.918 4.026 0.07
H -3.845 -0.931 -0.026 0.11
H -2.265 -5.750 -0.840 0.12
H 2.569 -2.029 1.719 0.09
H 0.530 -2.178 2.197 0.03
H 3.509 1.029 0.412 0.11
H -3.742 0.659 2.261 0.04
H 4.802 2.700 2.062 0.12
H 2.948 -4.354 3.688 0.07
H 0.441 0.287 3.797 0.12
H 7.797 0.910 1.362 0.08

***

[3]
108
Properties=species:S:1:pos:R:3:lowdin_charge:R:1 method="wB97M-V/def2-TZVPD" e_lumo_ev=0.486 e_above_lowest_kcal_mol=85.5 charge=0 smiles=COCCNCCOC.COCCNCCOC.COCCNCCOC.CC(C)O.CC(C)O.CC(C)O e_homo_ev=-8.7242 orbital_gap_ev=9.211
O 0.073 22.845 26.985 -0.17
O -0.289 23.660 20.855 -0.21
O -4.393 24.324 21.892 -0.02
O 0.194 26.872 18.681 -0.18
O 1.985 31.789 17.990 -0.19
O 4.707 25.664 20.245 -0.03
O 2.563 26.334 24.482 -0.07
O 5.188 19.043 25.106 -0.19
O 4.220 23.251 25.222 -0.23
N 2.644 23.771 23.022 -0.06
N 2.447 21.255 24.804 -0.07
N -0.461 29.361 19.409 -0.06
C -0.799 25.989 18.292 -0.11
C -3.068 24.707 23.742 -0.05
C 0.216 26.507 24.878 -0.05
C 1.555 28.379 23.860 -0.04
C 1.662 21.620 25.969 -0.21
C 4.512 20.050 24.395 -0.20
C 3.787 27.489 21.405 -0.05
C 4.523 27.032 20.200 -0.55
C 3.124 20.018 25.015 -0.20
C 6.476 18.725 24.671 -0.12
C 3.858 27.291 18.892 -0.03
C 1.390 26.858 23.937 -0.49
C 4.052 23.494 22.872 -0.18
C 4.751 23.975 24.100 -0.19
C 0.168 27.084 20.078 -0.21
C 0.431 23.633 22.082 -0.21
C 0.904 29.980 19.336 -0.16
C -0.286 22.335 20.326 -0.09
C 0.796 22.805 25.771 -0.22
C 4.641 23.801 26.429 -0.08
C -0.724 23.971 27.232 -0.10
C 1.912 23.775 21.796 -0.18
C 3.236 31.153 18.148 -0.12
C -3.109 24.707 22.254 -0.54
C 0.862 30.990 18.147 -0.22
C -0.645 28.362 20.384 -0.22
C -2.656 25.969 21.599 -0.05
H 1.424 23.658 25.565 0.11
H -0.523 22.404 19.260 0.09
H -0.734 26.965 24.566 0.08
H -3.767 25.488 24.049 0.08
H 0.770 30.403 17.261 0.11
H 2.688 25.415 24.150 0.05
H 2.906 26.819 18.798 0.06
H 0.427 26.816 25.927 0.10
H -3.479 23.783 24.222 0.10
H -0.440 28.789 21.342 0.10
H -1.022 21.731 20.824 0.09
H 3.161 21.957 24.640 0.04
H 5.817 23.775 23.912 0.14
H 3.554 30.998 19.226 0.10
H 4.591 25.032 24.262 0.11
H -1.797 26.495 21.994 0.06
H 4.192 22.433 22.840 0.11
H 2.519 19.199 24.623 0.13
H 4.444 19.884 23.330 0.12
H 0.102 22.618 24.999 0.11
H 1.137 26.440 22.986 0.10
H 3.760 28.376 18.704 0.06
H 3.195 19.810 26.055 0.11
H -1.744 26.257 18.726 0.07
H 6.478 18.551 23.576 0.09
H 1.172 27.346 20.418 0.09
H 3.522 28.583 21.264 0.11
H -1.383 24.118 26.426 0.05
H 4.413 27.384 22.327 0.10
H 6.792 17.771 25.121 0.09
H 1.423 28.868 24.800 0.07
H 5.699 23.808 26.585 0.09
H 5.278 25.578 21.004 0.08
H 2.286 22.882 21.286 0.12
H 2.467 28.801 23.435 0.07
H 0.700 28.745 23.315 0.06
H 4.501 26.843 18.073 0.11
H 2.261 23.059 23.631 0.07
H -0.007 31.673 18.179 0.13
H -1.303 23.791 28.129 0.09
H 4.377 23.997 21.958 0.12
H 2.911 26.910 21.529 0.04
H 7.264 19.439 24.928 0.08
H 1.995 24.652 21.190 0.11
H 0.194 22.781 22.701 0.12
H 2.288 21.699 26.883 0.13
H -0.613 28.832 18.585 0.08
H -5.092 24.731 22.412 0.09
H -2.093 24.985 24.226 0.06
H -0.160 24.886 27.445 0.09
H 0.067 24.483 22.648 0.10
H 5.049 20.955 24.593 0.11
H -2.462 23.977 21.861 0.10
H 4.257 24.780 26.573 0.08
H -0.588 25.010 18.595 0.06
H 3.989 31.781 17.618 0.10
H 0.059 25.470 24.799 0.01
H 3.190 30.152 17.661 0.08
H -0.137 26.151 20.567 0.09
H 4.234 23.154 27.197 0.09
H -2.572 25.810 20.499 0.09
H -3.321 26.761 21.840 0.08
H -0.998 25.917 17.178 0.12
H 1.018 30.492 20.272 0.12
H 5.449 27.506 20.186 0.12
H 0.705 21.833 20.316 0.09
H -1.728 28.082 20.259 0.12
H 1.720 29.250 19.195 0.09
H 1.050 20.764 26.206 0.13